A cluster of 2 separate species, C10H17NSi in total in a non-equilibrium geometry, computed with ωB97M-V/def2-TZVPD.

Output
HOMO energy in Ha: -0.276
Orbital gap in eV: 7.46
Energy in Ha: -735.32186
Energy relative to the best compared isomer or geometry (same formula, charge and spin) in kcal per mole: 99.8

Geometry as ORCA input:
```
! wB97M-V def2-TZVPD RIJCOSX def2/J DEFGRID3
* xyz 0 1
C 4.4866 -0.9072 0.1497
C 3.9918 -0.6340 -1.1402
C 3.7992 -0.4038 1.2062
C 2.7831 0.0577 -1.3558
C 2.6501 0.3573 1.0279
C 2.0806 0.5607 -0.2291
C -2.5154 0.3654 1.3654
C -0.6472 -1.3884 1.2055
C -2.1790 0.1878 -1.8203
C -1.7766 -0.6668 0.5116
N -1.2018 -0.1758 -0.7663
Si 0.5935 1.7128 -0.4495
H 5.4506 -1.3916 0.2477
H 4.4274 -0.9433 -2.0660
H 4.2369 -0.5176 2.1071
H 2.4440 0.2590 -2.4120
H 2.1293 0.7776 1.9498
H -3.5395 0.7893 1.0449
H -2.5872 0.0853 2.4629
H -1.9917 1.3609 1.4046
H -0.4234 -2.2512 0.5944
H -0.8369 -1.8875 2.2015
H 0.3104 -0.8056 1.2122
H -2.7386 1.1386 -1.4493
H -1.5228 0.6371 -2.6251
H -2.6490 -0.7748 -2.1207
H -2.4145 -1.5742 0.1087
H 0.0522 2.8501 0.3159
H 0.8623 2.3342 -1.6909
*
```

=====

The ion C10H17O2 with charge +1 in a non-equilibrium geometry, computed with ωB97M-V/def2-TZVPD.

Output
HOMO energy (spin up / spin down) in Ha: -0.487 / -0.487
Orbital gap (spin up / spin down) in eV: 7.46 / 7.46
Energy in Ha: -541.24681
Energy relative to the best compared isomer or geometry (same formula, charge and spin) in kcal per mole: 94.9

Geometry as ORCA input:
```
! wB97M-V def2-TZVPD RIJCOSX def2/J DEFGRID3
* xyz 1 1
C -0.2592 0.3268 -0.7207
C -0.3989 -1.0197 -0.8891
C -0.4985 -3.0037 -2.1833
C 0.4016 -1.7734 0.5831
C 0.2581 -0.5698 1.4804
C 0.3912 0.7308 0.5468
C -1.0668 -0.5928 2.2958
C 1.9397 1.0134 0.1559
C -0.1523 2.1124 1.0772
C -0.7509 1.2530 -1.8232
O -0.1274 2.4803 -1.9409
O -0.6212 -1.8005 -1.9296
H -0.7884 -3.4603 -3.1417
H -0.1003 -3.6353 -1.3264
H -0.0257 -2.6193 0.8573
H 1.4544 -2.0997 0.2363
H 0.9316 -0.5331 2.3342
H -1.8225 -0.0012 1.9237
H -0.8333 -0.3393 3.3902
H -1.3629 -1.5633 2.2222
H 2.3179 0.1319 -0.1939
H 2.4070 1.1154 1.0820
H 1.8720 1.7577 -0.5054
H 0.2745 2.9962 0.7450
H 0.0830 2.1359 2.0896
H -1.1665 2.0635 0.9013
H -1.8167 1.4094 -1.6886
H -0.9126 0.9228 -2.8155
H 0.3730 2.5618 -2.7626
*
```

=====

A structure of composition C10H18AgF5OP in a non-equilibrium geometry, computed with ωB97M-V/def2-TZVPD.

Output
HOMO energy in Ha: -0.439
Orbital gap in eV: 6.03
Energy in Ha: -1454.15348

Geometry as ORCA input:
```
! wB97M-V def2-TZVPD RIJCOSX def2/J DEFGRID3
* xyz 1 1
C -2.4211 -1.3850 1.2259
C -1.5754 -1.9505 -0.0964
C -1.7560 -0.9313 -1.3674
C -0.8480 0.4379 -1.2913
C -1.5563 1.6616 -0.4211
P 0.9814 0.0951 -0.7175
C 1.5392 1.4647 0.5502
C 0.8728 1.0025 1.9944
C 0.4050 2.2504 2.9495
O 1.8019 0.0500 2.6277
C 2.1711 0.1224 -2.2558
F 3.3703 1.0027 -2.0108
F 1.4918 0.5061 -3.5147
C 2.6258 -1.4747 -2.4561
F 1.5144 -2.1188 -3.1997
F 3.9609 -1.6286 -3.0784
F 2.6338 -2.0410 -1.0589
H -1.7502 -1.2363 2.1732
H -3.2794 -2.1655 1.4941
H -2.9730 -0.4167 0.8560
H -2.1351 -2.9617 -0.3953
H -0.4717 -2.2486 0.1530
H -2.9074 -0.6529 -1.4314
H -1.4059 -1.5140 -2.3476
H -0.7920 0.8509 -2.4100
H -1.7619 1.3882 0.6984
H -0.8475 2.6215 -0.3939
H -2.5498 2.0291 -0.9489
H 1.2452 2.5455 0.2119
H 2.7160 1.4438 0.6563
H -0.1076 0.3875 1.7059
H 1.2885 2.9759 3.2292
H -0.0832 1.7874 3.9331
H -0.4900 2.8124 2.4030
H 1.4720 -0.8685 2.3728
Ag -0.3785 -3.8414 0.1607
*
```